(1)
Formula: C32H45ClN7O4PdS3
Source: the Open Molecules 2025 dataset
Level of theory: ωB97M-V with the def2-TZVPD basis set

Summary:
* gap between HOMO and LUMO (spin up / spin down): 6.2 / 5.9 eV
* E_HOMO (spin up / spin down): -10.403 / -10.403 eV
* ΔE to the lowest compared entry with this formula, charge and spin: 1.845 eV
* multiplicity: 1
* total charge: +1

Element x y z (Å)
Pd 0.806 -0.633 -0.085
N 2.921 -0.757 1.001
C 2.797 -1.095 2.427
C 1.345 -1.489 2.846
O 1.060 -1.620 4.009
O 0.534 -1.708 1.868
H 3.495 -1.437 0.506
H 3.336 0.165 0.886
H 3.081 -0.252 3.059
H 3.427 -1.947 2.699
S -1.484 -0.257 -1.120
C -2.312 -1.495 -0.364
N -1.955 -2.095 0.761
C -2.887 -3.024 1.363
C -3.926 -3.396 0.306
S -3.798 -2.123 -1.012
H -1.138 -1.796 1.318
H -3.351 -2.546 2.232
H -2.343 -3.905 1.712
H -4.944 -3.393 0.688
H -3.716 -4.360 -0.156
C -1.882 3.726 -2.614
C -1.011 4.938 -2.958
C -1.808 5.836 -3.918
C 0.231 4.462 -3.722
C -0.579 5.769 -1.698
O 0.048 6.968 -2.126
C -1.780 6.072 -0.774
C -1.540 7.258 0.183
C -0.973 6.853 1.513
C 0.299 7.257 1.909
C 0.830 6.857 3.122
C 0.075 6.049 3.960
Cl 0.739 5.517 5.460
C -1.213 5.671 3.604
C -1.726 6.075 2.388
C 0.579 5.145 -0.876
N 0.457 3.798 -0.401
C 1.284 2.775 -0.643
N 0.916 1.724 0.074
C -0.169 2.171 0.756
N -0.457 3.418 0.490
H -2.095 3.177 -3.528
H -2.829 4.024 -2.176
H -1.389 3.041 -1.932
H -2.170 5.237 -4.748
H -1.183 6.621 -4.336
H -2.675 6.287 -3.443
H -0.062 4.134 -4.717
H 0.707 3.622 -3.223
H 0.945 5.275 -3.829
H -0.606 7.514 -2.575
H -2.015 5.175 -0.202
H -2.638 6.318 -1.397
H -2.496 7.755 0.360
H -0.871 7.977 -0.292
H 0.879 7.903 1.265
H 1.817 7.173 3.421
H -1.804 5.074 4.281
H -2.732 5.793 2.118
H 0.710 5.794 -0.006
H 1.479 5.204 -1.488
H 2.127 2.819 -1.303
H -0.719 1.569 1.459
C 4.017 -7.669 -1.280
C 3.350 -6.303 -1.309
C 1.826 -6.424 -1.380
N 1.208 -5.136 -1.644
C 1.115 -4.059 -0.857
S 1.018 -2.573 -1.678
N 1.092 -4.063 0.482
C 1.159 -5.096 1.462
O 1.926 -4.964 2.377
C 0.234 -6.229 1.301
C 0.563 -7.420 1.954
C -0.212 -8.549 1.769
C -1.337 -8.486 0.961
C -1.702 -7.290 0.360
C -0.925 -6.159 0.525
H 5.094 -7.551 -1.206
H 3.797 -8.224 -2.188
H 3.674 -8.253 -0.430
H 3.697 -5.751 -2.184
H 3.622 -5.732 -0.417
H 1.443 -6.855 -0.458
H 1.538 -7.086 -2.199
H 1.218 -4.883 -2.625
H 1.137 -3.121 0.916
H 1.450 -7.444 2.569
H 0.067 -9.481 2.237
H -1.925 -9.373 0.783
H -2.581 -7.255 -0.265
H -1.206 -5.233 0.043

***

(2)
Formula: C32H45N3O5RuSSi
Source: the Open Molecules 2025 dataset
Level of theory: ωB97M-V with the def2-TZVPD basis set

Summary:
* gap between HOMO and LUMO (spin up / spin down): 6.3 / 5.8 eV
* E_HOMO (spin up / spin down): -9.178 / -11.080 eV
* ΔE to the lowest compared entry with this formula, charge and spin: 0.304 eV
* multiplicity: 6
* ⟨S²⟩: 8.806
* total charge: +1

Element x y z (Å)
Ru 0.123 1.534 -1.062
C 2.900 4.025 -0.998
O 1.701 3.544 -0.365
C 1.699 3.453 0.983
C 2.736 3.865 1.785
C 2.594 3.801 3.169
C 1.427 3.318 3.749
C 0.394 2.872 2.944
C 0.525 2.922 1.554
N -0.466 2.491 0.674
N -1.690 2.408 1.231
C -2.786 2.334 0.499
C -2.809 2.225 -0.961
O -1.712 2.195 -1.679
C -4.048 2.033 -1.614
C -5.213 1.967 -0.924
C -5.240 2.026 0.518
C -6.437 1.877 1.225
C -6.453 1.914 2.604
C -5.269 2.126 3.309
C -4.080 2.293 2.627
C -4.045 2.220 1.226
H 3.722 3.330 -0.838
H 3.158 5.013 -0.622
H 2.677 4.087 -2.056
H 3.655 4.243 1.355
H 3.410 4.137 3.797
H 1.328 3.282 4.825
H -0.507 2.443 3.360
H -4.030 1.956 -2.695
H -6.150 1.864 -1.459
H -7.357 1.724 0.669
H -7.388 1.787 3.141
H -5.285 2.173 4.391
H -3.161 2.491 3.160
C -1.472 -3.100 -0.306
C -1.443 -1.779 0.451
C -2.671 -0.957 0.125
C -1.358 -2.016 1.952
O -0.291 -0.975 -0.016
Si 1.327 -1.288 0.178
S 2.153 0.569 -0.558
O 1.683 -1.495 1.743
C 2.900 -1.857 2.459
C 4.128 -1.255 1.790
C 2.992 -3.378 2.486
C 2.725 -1.295 3.855
O 1.861 -2.574 -0.632
C 2.131 -3.020 -1.974
C 3.624 -2.878 -2.199
C 1.712 -4.477 -2.043
C 1.356 -2.181 -2.975
H -2.252 -3.746 0.105
H -0.515 -3.620 -0.214
H -1.685 -2.934 -1.366
H -3.572 -1.568 0.242
H -2.625 -0.608 -0.910
H -2.747 -0.095 0.794
H -2.317 -2.402 2.312
H -1.137 -1.079 2.469
H -0.575 -2.735 2.203
H 4.258 -1.653 0.774
H 5.024 -1.500 2.369
H 4.039 -0.168 1.729
H 3.052 -3.773 1.467
H 2.105 -3.798 2.972
H 3.879 -3.697 3.044
H 2.639 -0.204 3.817
H 3.584 -1.562 4.478
H 1.818 -1.702 4.313
H 4.172 -3.457 -1.451
H 3.924 -1.827 -2.123
H 3.895 -3.250 -3.192
H 2.171 -5.031 -1.220
H 2.037 -4.921 -2.988
H 0.625 -4.576 -1.967
H 1.708 -1.149 -2.941
H 0.285 -2.201 -2.742
H 1.506 -2.573 -3.988
C 0.137 0.242 -6.458
C -0.881 0.410 -5.313
C -0.238 0.833 -4.068
N 0.300 1.117 -3.104
H -0.382 -0.126 -7.343
H 0.914 -0.473 -6.186
H 0.609 1.193 -6.704
H -1.388 -0.530 -5.105
H -1.643 1.143 -5.568

***

(3)
Formula: C32H45O3Sn
Source: the Open Molecules 2025 dataset
Level of theory: ωB97M-V with the def2-TZVPD basis set

Summary:
* gap between HOMO and LUMO: 3.5 eV
* E_HOMO: -1.401 eV
* multiplicity: 1
* total charge: -1

Element x y z (Å)
C 4.650 -0.214 -3.629
O 4.272 -1.617 -3.651
C 2.939 -1.892 -3.626
C 2.539 -3.253 -3.645
C 1.218 -3.609 -3.607
C 0.165 -2.632 -3.539
C -1.200 -3.046 -3.492
C -2.434 -2.329 -3.526
C -3.654 -3.098 -3.566
C -4.892 -2.483 -3.607
C -4.959 -1.064 -3.629
O -6.214 -0.554 -3.747
C -7.143 -1.698 -3.825
C -6.303 -2.980 -3.684
C -3.800 -0.284 -3.577
C -2.578 -0.907 -3.525
C 0.598 -1.277 -3.518
C 1.928 -0.905 -3.582
H 5.741 -0.183 -3.662
H 4.228 0.312 -4.499
H 4.287 0.267 -2.706
H 3.335 -4.000 -3.689
H 0.940 -4.658 -3.630
H -1.321 -4.131 -3.474
H -3.586 -4.186 -3.572
H -7.877 -1.590 -3.014
H -7.656 -1.648 -4.797
H -6.460 -3.646 -4.537
H -6.598 -3.519 -2.777
H -3.884 0.797 -3.582
H -1.707 -0.271 -3.487
H -0.114 -0.466 -3.451
H 2.179 0.155 -3.600
C -3.120 3.374 1.046
C -2.215 3.334 2.272
C -0.938 2.524 2.016
C 0.032 2.500 3.199
Sn 1.825 1.332 2.861
C 2.904 2.083 1.143
C 2.076 2.135 -0.155
C 1.751 3.565 -0.599
C 0.847 3.630 -1.827
C 3.028 1.269 4.657
C 2.269 0.635 5.838
C 2.904 -0.668 6.334
C 2.133 -1.288 7.494
C 1.235 -0.627 2.319
C 1.897 -1.803 2.008
C 0.908 -2.788 1.736
C -0.311 -2.170 1.870
O -0.133 -0.868 2.217
H -4.020 3.960 1.244
H -2.612 3.828 0.190
H -3.435 2.367 0.758
H -1.942 4.353 2.571
H -2.753 2.882 3.112
H -1.224 1.490 1.773
H -0.427 2.926 1.125
H 0.361 3.511 3.477
H -0.442 2.042 4.077
H 3.299 3.063 1.440
H 3.738 1.376 1.058
H 2.631 1.617 -0.956
H 1.144 1.560 -0.031
H 1.281 4.112 0.232
H 2.699 4.076 -0.813
H 0.708 4.670 -2.135
H 1.287 3.089 -2.672
H -0.146 3.207 -1.629
H 3.938 0.718 4.389
H 3.291 2.315 4.856
H 2.218 1.358 6.667
H 1.224 0.435 5.549
H 2.956 -1.384 5.503
H 3.935 -0.455 6.643
H 2.643 -2.182 7.856
H 2.051 -0.587 8.329
H 1.123 -1.580 7.190
H 2.973 -1.942 1.977
H 1.087 -3.824 1.481
H -1.315 -2.560 1.767

***

multiplicity of number 3 (C32H45O3Sn)? 1

***

Number 1 is which compound? C32H45ClN7O4PdS3

***

Among the records above, which one has the lowest total charge? C32H45O3Sn